ORCA calculation (wB97M-V/def2-TZVPD) on 2 unconnected molecules or ions with the total composition C10H15N2 at a distorted geometry.

* orbital gap: 8.659 eV
* energy relative to the best compared isomer or geometry (same formula, charge and spin): 2.311 eV
* HOMO level: -12.9 eV
* net charge: +1
* LUMO: -0.157 hartree

Positions of all 27 atoms, in Å:
1 C -1.625 1.968 0.228
2 C -0.333 1.577 -0.046
3 C -2.671 1.065 0.098
4 C -1.160 -0.645 -0.608
5 C -0.090 0.256 -0.469
6 C -2.455 -0.252 -0.319
7 C 2.172 -1.202 -1.181
8 C 1.217 -0.175 -0.720
9 C -3.599 -1.205 -0.419
10 C 3.477 1.018 -0.293
11 N 2.453 0.150 -0.724
12 N 1.129 -0.796 1.990
13 H -1.827 2.978 0.549
14 H 0.483 2.274 0.060
15 H -3.678 1.384 0.323
16 H -0.955 -1.655 -0.927
17 H 2.424 -2.024 -0.524
18 H 2.288 -1.396 -2.242
19 H -3.363 -2.042 -1.071
20 H -3.832 -1.600 0.570
21 H -4.490 -0.705 -0.791
22 H 3.055 1.988 -0.041
23 H 3.971 0.599 0.589
24 H 4.222 1.132 -1.083
25 H 0.422 -0.213 2.423
26 H 1.962 -0.725 2.566
27 H 0.801 -1.753 2.063

---

ORCA calculation (wB97M-V/def2-TZVPD) on a molecular structure, C37H38AsN5ReS5Sb at a distorted geometry.

* orbital gap (spin up / spin down): 3.993 / 4.026 eV
* HOMO level (spin up / spin down): -17.7 / -17.7 eV
* net charge: +4
* LUMO (spin up / spin down): -0.502 / -0.501 hartree

Positions of all 88 atoms, in Å:
1 Re -0.554 0.381 0.046
2 N -3.377 1.326 2.950
3 C -2.470 0.884 3.908
4 C -2.567 0.789 5.289
5 C -1.476 0.268 5.955
6 C -0.323 -0.129 5.270
7 C -0.224 -0.017 3.896
8 C -1.325 0.479 3.204
9 N -1.581 0.690 1.831
10 C -2.836 1.200 1.751
11 C -3.378 1.514 0.457
12 C -4.600 1.966 0.057
13 S -4.639 2.135 -1.638
14 C -3.029 1.598 -1.734
15 N -2.491 1.308 -0.576
16 H -4.291 1.711 3.154
17 H -3.447 1.114 5.828
18 H -1.513 0.156 7.030
19 H 0.511 -0.530 5.829
20 H 0.671 -0.323 3.380
21 H -5.472 2.194 0.652
22 H -2.513 1.496 -2.678
23 S -1.625 -4.054 -1.500
24 As 0.211 -2.793 -1.679
25 S -0.710 -0.741 -1.951
26 S 0.994 -1.078 0.935
27 S -0.782 -3.857 -3.357
28 N 0.275 2.075 -0.328
29 C 0.739 3.095 -0.700
30 N 1.238 4.179 -1.117
31 C 0.403 5.357 -1.457
32 C 0.785 6.523 -0.543
33 C 2.281 6.817 -0.654
34 C 3.101 5.572 -0.309
35 C 2.698 4.402 -1.208
36 H -0.651 5.099 -1.367
37 H 0.620 5.623 -2.494
38 H 0.521 6.282 0.490
39 H 0.197 7.390 -0.845
40 H 2.549 7.632 0.018
41 H 2.520 7.149 -1.668
42 H 2.948 5.292 0.736
43 H 4.164 5.760 -0.455
44 H 3.224 3.489 -0.936
45 H 2.920 4.648 -2.249
46 C 3.352 -1.854 4.139
47 C 4.578 -2.227 3.354
48 C 5.631 -2.933 3.931
49 C 6.751 -3.289 3.191
50 C 6.850 -2.955 1.845
51 C 5.823 -2.248 1.241
52 C 4.719 -1.901 2.010
53 Sb 3.402 -0.543 1.014
54 C 3.509 1.424 1.871
55 C 2.344 2.040 2.319
56 C 2.434 3.224 3.031
57 C 3.686 3.767 3.298
58 C 4.833 3.143 2.836
59 C 4.778 1.955 2.105
60 C 6.044 1.320 1.603
61 C 3.720 -0.694 -1.088
62 C 3.917 0.500 -1.776
63 C 4.129 0.475 -3.143
64 C 4.129 -0.745 -3.807
65 C 3.930 -1.927 -3.109
66 C 3.727 -1.939 -1.727
67 C 3.622 -3.257 -1.005
68 H 3.458 -2.127 5.186
69 H 2.476 -2.379 3.746
70 H 3.173 -0.772 4.088
71 H 5.570 -3.205 4.977
72 H 7.559 -3.828 3.668
73 H 7.723 -3.230 1.268
74 H 5.905 -1.959 0.199
75 H 1.377 1.590 2.137
76 H 1.536 3.707 3.395
77 H 3.769 4.678 3.877
78 H 5.803 3.575 3.052
79 H 6.767 2.083 1.316
80 H 5.869 0.688 0.727
81 H 6.512 0.707 2.377
82 H 3.939 1.439 -1.232
83 H 4.309 1.394 -3.685
84 H 4.304 -0.776 -4.875
85 H 3.971 -2.874 -3.636
86 H 3.220 -4.023 -1.670
87 H 2.990 -3.206 -0.115
88 H 4.607 -3.607 -0.693

---

ORCA calculation (wB97M-V/def2-TZVPD) on a molecular structure, C42H61N5O3S2Ta at a distorted geometry.

* orbital gap: 5.072 eV
* HOMO level: -15.7 eV
* net charge: +3
* LUMO: -0.390 hartree

Positions of all 114 atoms, in Å:
1 Ta 0.054 -1.227 -0.773
2 C -3.449 4.902 1.439
3 C -2.332 5.333 0.466
4 C -2.890 6.376 -0.501
5 C -1.188 5.972 1.278
6 C -1.813 4.094 -0.219
7 C -1.221 3.099 0.517
8 C -0.773 1.922 -0.107
9 N -0.299 0.838 0.482
10 C -0.198 0.546 1.800
11 C 0.124 1.400 2.858
12 C 0.191 0.912 4.151
13 C -0.171 -0.428 4.365
14 C -0.485 -1.336 3.351
15 C -0.425 -0.863 2.037
16 O -0.567 -1.559 0.912
17 C -0.891 -2.771 3.663
18 C -0.809 -3.102 5.155
19 C -2.343 -2.959 3.197
20 C 0.025 -3.746 2.912
21 C 0.696 1.810 5.264
22 C -0.162 3.083 5.339
23 C 2.144 2.208 4.926
24 C 0.673 1.131 6.634
25 C -0.954 1.724 -1.569
26 O -0.615 0.595 -2.041
27 C -1.502 2.803 -2.330
28 C -1.904 3.917 -1.632
29 C -1.602 2.844 -3.855
30 C -3.046 3.143 -4.280
31 C -0.674 3.977 -4.329
32 C -1.181 1.551 -4.560
33 H -3.797 5.769 1.992
34 H -3.102 4.161 2.154
35 H -4.287 4.482 0.889
36 H -3.220 7.243 0.062
37 H -3.749 5.996 -1.048
38 H -2.129 6.715 -1.200
39 H -1.537 6.900 1.720
40 H -0.345 6.200 0.630
41 H -0.850 5.327 2.083
42 H -1.142 3.194 1.585
43 H 0.430 2.410 2.640
44 H -0.192 -0.786 5.378
45 H -1.480 -2.486 5.748
46 H 0.205 -2.995 5.534
47 H -1.108 -4.136 5.303
48 H -3.011 -2.304 3.750
49 H -2.657 -3.983 3.378
50 H -2.446 -2.750 2.133
51 H 1.056 -3.615 3.232
52 H -0.031 -3.602 1.833
53 H -0.279 -4.764 3.138
54 H -0.091 3.675 4.432
55 H 0.195 3.698 6.160
56 H -1.204 2.842 5.527
57 H 2.212 2.734 3.977
58 H 2.783 1.330 4.883
59 H 2.518 2.867 5.703
60 H -0.338 0.869 6.936
61 H 1.063 1.823 7.373
62 H 1.303 0.246 6.656
63 H -2.316 4.739 -2.194
64 H -3.409 4.088 -3.891
65 H -3.715 2.355 -3.946
66 H -3.098 3.189 -5.364
67 H -1.044 4.950 -4.023
68 H -0.603 3.978 -5.412
69 H 0.326 3.850 -3.920
70 H -1.812 0.712 -4.277
71 H -0.143 1.296 -4.359
72 H -1.289 1.702 -5.633
73 C 4.458 -5.479 -0.186
74 C 4.935 -4.178 -0.813
75 N 4.219 -3.007 -0.324
76 C 2.918 -2.798 -0.407
77 S 2.354 -1.241 0.237
78 N 2.128 -3.682 -0.952
79 N 0.843 -3.423 -1.099
80 C 0.042 -4.356 -1.536
81 C 0.493 -5.758 -1.749
82 C -1.319 -3.934 -1.839
83 C -2.287 -4.806 -2.349
84 C -3.541 -4.321 -2.678
85 C -3.816 -2.974 -2.474
86 C -2.819 -2.167 -1.955
87 N -1.605 -2.625 -1.656
88 H 5.050 -6.302 -0.576
89 H 4.565 -5.452 0.892
90 H 3.417 -5.660 -0.428
91 H 5.991 -4.020 -0.592
92 H 4.814 -4.239 -1.898
93 H 4.745 -2.331 0.214
94 H 1.452 -5.911 -1.263
95 H -0.221 -6.473 -1.344
96 H 0.625 -5.972 -2.810
97 H -2.056 -5.848 -2.491
98 H -4.290 -4.980 -3.093
99 H -4.780 -2.562 -2.726
100 H -2.992 -1.110 -1.782
101 O 1.175 -1.188 -2.496
102 S 1.657 -0.885 -3.937
103 C 2.710 0.604 -3.747
104 C 3.945 0.298 -4.575
105 C 4.384 -1.107 -4.179
106 C 3.129 -1.976 -4.153
107 H 2.933 0.715 -2.684
108 H 2.165 1.478 -4.094
109 H 4.737 1.023 -4.395
110 H 3.698 0.331 -5.637
111 H 4.862 -1.093 -3.200
112 H 5.108 -1.496 -4.893
113 H 3.114 -2.704 -3.344
114 H 2.984 -2.495 -5.098

---

ORCA calculation (wB97M-V/def2-TZVPD) on a molecular structure, C29H18Cl5INO3PPd.

* orbital gap: 5.247 eV
* energy relative to the best compared isomer or geometry (same formula, charge and spin): 0.584 eV
* HOMO level: -1.0 eV
* net charge: -2
* LUMO: 0.155 hartree

Positions of all 59 atoms, in Å:
1 Pd 0.885 1.320 0.286
2 Cl -3.811 5.668 -0.548
3 C -2.166 5.059 -0.622
4 C -1.153 5.796 -0.065
5 C 0.167 5.356 -0.109
6 I 1.661 6.521 0.768
7 C 0.578 4.132 -0.699
8 O 1.746 3.702 -0.731
9 C -0.547 3.357 -1.278
10 N -0.217 2.170 -1.825
11 C -1.156 1.419 -2.356
12 C -2.502 1.799 -2.398
13 C -2.869 2.994 -1.835
14 C -1.893 3.818 -1.244
15 H -1.385 6.734 0.422
16 H -0.836 0.461 -2.758
17 H -3.237 1.142 -2.847
18 H -3.904 3.309 -1.823
19 Cl 3.714 1.935 1.984
20 C 4.435 0.766 0.931
21 C 5.760 0.973 0.574
22 C 6.399 0.092 -0.284
23 C 5.698 -0.996 -0.780
24 C 4.376 -1.193 -0.412
25 C 3.703 -0.326 0.456
26 P 1.876 -0.421 0.774
27 C 1.892 -0.891 2.568
28 C 0.668 -0.777 3.229
29 C 0.557 -1.080 4.577
30 C 1.675 -1.490 5.294
31 C 2.900 -1.596 4.651
32 C 3.006 -1.300 3.296
33 C 1.523 -2.111 0.093
34 C 0.598 -2.180 -0.944
35 C 0.229 -3.404 -1.494
36 C 0.785 -4.578 -1.009
37 C 1.705 -4.525 0.032
38 C 2.066 -3.302 0.578
39 H 6.272 1.842 0.966
40 H 7.431 0.264 -0.565
41 H 6.175 -1.692 -1.461
42 H 3.843 -2.042 -0.820
43 H -0.194 -0.414 2.677
44 H -0.399 -0.960 5.073
45 H 1.595 -1.706 6.353
46 H 3.783 -1.896 5.206
47 H 3.974 -1.366 2.811
48 H 0.163 -1.250 -1.296
49 H -0.499 -3.437 -2.296
50 H 0.497 -5.534 -1.432
51 H 2.136 -5.440 0.424
52 H 2.770 -3.267 1.402
53 Cl -0.345 3.115 5.078
54 C -1.657 2.713 3.950
55 Cl -2.824 1.674 4.815
56 Cl -2.488 4.214 3.465
57 C -1.113 2.013 2.607
58 O -1.912 1.246 2.077
59 O 0.025 2.396 2.301

---

| no. | E (eV) |
| --- | --- |
| 1 | -13585.76020 |
| 2 | -170082.01671 |
| 3 | -81338.47441 |
| 4 | -121481.88930 |